No. 1
DFT (wB97M-V/def2-TZVPD) results for H2N2O2S as an isolated structure at a distorted geometry.

Geometry as ORCA input:
```
! wB97M-V def2-TZVPD RIJCOSX def2/J DEFGRID3
* xyz 0 1
O 0.152 2.433 -1.064
O -0.084 -1.989 0.090
N 0.849 -0.087 -0.498
H -0.530 1.053 0.919
S 0.715 1.558 -0.015
H -1.029 -2.310 0.426
N -0.073 -0.660 0.142
*
```

E_LUMO = -0.10 eV
ΔE to the lowest compared entry with this formula, charge and spin = 235.8 kJ/mol
HOMO level = -9.6 eV


No. 2
DFT (wB97M-V/def2-TZVPD) results for one molecule with the formula H2N2O2S at a distorted geometry.

Geometry as ORCA input:
```
! wB97M-V def2-TZVPD RIJCOSX def2/J DEFGRID3
* xyz 0 1
H 0.123 2.538 0.446
O 1.242 -1.530 0.066
N -0.092 1.532 0.501
N 0.394 0.868 -0.398
S -0.012 -0.905 -0.205
H -0.917 -1.235 0.970
O -0.738 -1.268 -1.381
*
```

E_LUMO = -0.37 eV
ΔE to the lowest compared entry with this formula, charge and spin = 94.6 kJ/mol
HOMO level = -10.3 eV


No. 3
DFT (wB97M-V/def2-TZVPD) results for one molecule with the formula H2N2O2S at a distorted geometry.

Geometry as ORCA input:
```
! wB97M-V def2-TZVPD RIJCOSX def2/J DEFGRID3
* xyz 0 1
N 0.186 0.257 -0.218
N -0.718 -0.641 0.068
O 2.463 1.008 -0.953
H -1.518 0.895 0.306
H -0.307 -1.410 0.711
O -1.783 -0.001 0.620
S 1.677 -0.109 -0.535
*
```

E_LUMO (alpha / beta) = -0.69 / -0.69 eV
ΔE to the lowest compared entry with this formula, charge and spin = 186.1 kJ/mol
HOMO level (alpha / beta) = -8.8 / -8.8 eV


| no. | calculated total energy (eV) |
| --- | --- |
| 1 | -17938.129 |
| 2 | -17939.593 |
| 3 | -17938.644 |